[1]
15
Properties=species:S:1:pos:R:3:forces:R:3 method="wB97M-V/def2-TZVPD" smiles="C=C([O-])[N@@H+](O)C(=O)NO" homo_energy_ha=-0.3236 lumo_ha=0.019 total_energy_ha=-528.204538 gap_ev=9.33 e_above_lowest_kcal_mol=157.91
C -0.348236 1.201209 -1.157322 0.0 -0.3 0.0
N -0.731498 -1.488414 -0.222908 -0.1 0.2 0.3
N 1.083933 0.189026 0.363259 -0.4 0.0 0.0
C 0.005046 1.399322 0.189202 0.0 -0.2 0.3
C 0.354985 -0.737172 -0.750187 0.2 0.2 0.3
O -1.275556 -0.956242 0.982793 0.3 -0.1 -0.4
O 1.281769 -0.287176 1.662121 -0.2 0.1 -0.4
O -0.412424 1.907456 1.183907 0.2 -0.2 -0.3
O 1.062702 -1.193249 -1.618512 -0.2 0.2 0.3
H -2.133484 -0.600904 0.718607 0.1 0.0 0.0
H 0.384105 -0.266958 2.043340 0.0 0.0 0.0
H -0.424316 -2.436332 -0.021411 0.0 0.1 0.0
H 2.015298 0.396996 0.000635 -0.1 0.0 0.0
H -1.299246 1.615747 -1.473271 0.0 0.0 0.0
H 0.436923 1.256690 -1.900254 0.1 0.0 0.1

=====

[2]
13
Properties=species:S:1:pos:R:3:forces:R:3 method="wB97M-V/def2-TZVPD" homo_energy_ha="-0.2913 / -0.2486" lumo_ha="0.009 / -0.010" total_energy_ha=-700.642151 gap_ev="8.18 / 6.48" e_above_lowest_kcal_mol=155.03
C -0.486250 -0.316825 1.681560 -0.7 0.5 -1.3
C 0.623430 -0.350065 0.759097 -0.8 2.1 -1.2
C 0.366265 0.678743 -0.435751 0.1 -0.4 -1.4
N -0.817161 -0.388423 2.817048 2.9 -0.4 0.0
N -1.015286 0.405054 -1.080122 1.6 -0.5 -0.6
O -1.972092 0.272753 -0.256790 0.9 0.1 1.3
S -0.818570 -1.175458 -2.205559 0.5 0.8 0.9
H 1.567335 0.015940 1.185103 -0.1 -0.8 0.1
H 0.528103 -1.307721 0.303702 0.9 -1.1 -0.2
H 0.393024 1.714053 -0.030036 -0.3 -0.7 -0.4
H 1.184915 0.583927 -1.277427 -1.7 0.1 1.8
H -1.622714 -0.339742 3.321415 -2.8 0.2 1.1
H -1.896319 -0.836533 -2.893067 -0.3 0.1 -0.2

=====

[3]
13
Properties=species:S:1:pos:R:3:forces:R:3 method="wB97M-V/def2-TZVPD" homo_energy_ha=-0.2829 lumo_ha=-0.005 total_energy_ha=-700.692774 gap_ev=7.56 e_above_lowest_kcal_mol=123.26
C 1.198161 -0.016900 0.000604 0.5 -0.3 -0.4
C -0.735328 -0.493009 -0.938429 -3.6 -3.7 -2.2
C -0.895393 1.293135 0.560365 4.1 1.8 -1.8
N 1.169714 -1.285822 0.407016 -0.7 0.2 -0.3
N -0.111114 0.467027 -0.388899 -0.5 -0.5 1.6
O 0.087596 -2.105564 0.301742 0.0 1.3 -0.4
S 2.456680 0.980023 -0.217878 1.4 0.7 0.3
H -1.909426 -0.552053 -0.859918 2.5 0.3 -0.2
H -0.300426 -1.176958 -1.727028 -0.2 1.1 1.2
H -0.232071 1.454039 1.360154 0.2 -0.2 1.7
H -0.969870 2.273210 0.135729 -0.3 0.6 -0.5
H -1.803519 0.904118 0.712405 -3.2 -1.6 1.0
H 2.045001 -1.741252 0.654143 -0.2 0.3 0.0

=====

[4]
13
Properties=species:S:1:pos:R:3:forces:R:3 method="wB97M-V/def2-TZVPD" homo_energy_ha=-0.3557 lumo_ha=0.025 total_energy_ha=-700.770241 gap_ev=10.35 e_above_lowest_kcal_mol=74.65
C 0.373983 0.587712 -0.062404 -0.6 0.7 1.9
C -1.095674 0.387013 0.216550 0.9 3.2 0.5
C -1.754143 -0.522977 -0.615415 -3.7 -2.5 -1.2
H 2.745011 -0.270884 1.403370 0.2 -0.3 -1.7
H 0.623417 -1.493345 0.236574 0.1 1.5 -0.6
H 1.781830 1.872541 -0.213625 1.0 -0.1 0.0
H -1.622670 1.327129 0.543725 0.7 -1.1 -0.2
H -2.863373 -0.445306 -0.758466 1.1 0.3 -0.2
H -1.288030 -1.209422 -1.325183 0.3 0.5 0.1
N 1.019224 -0.636252 -0.215665 2.2 -0.4 0.3
N 0.815043 1.791575 0.020923 -1.2 -1.3 -0.6
O -1.508212 -0.830954 0.767877 0.5 -0.4 0.3
S 2.773596 -0.556835 0.001742 -1.4 -0.1 1.4

=====

[5]
13
Properties=species:S:1:pos:R:3:forces:R:3 method="wB97M-V/def2-TZVPD" homo_energy_ha="-0.2614 / -0.2613" lumo_ha="-0.042 / -0.042" total_energy_ha=-700.696926 gap_ev="5.96 / 5.96" e_above_lowest_kcal_mol=120.66
C -1.135289 -0.224208 -0.059308 -1.2 -0.5 -0.7
C 0.817031 0.645578 -1.085286 -2.6 -1.4 3.4
C 1.064180 -1.062443 0.609081 3.0 0.3 1.0
N -1.572940 0.964311 0.261562 0.8 0.5 0.8
N 0.273506 -0.238115 -0.236343 1.3 1.8 -2.8
O -0.817824 2.010081 0.228018 0.1 1.5 0.1
S -2.143851 -1.467929 -0.477684 -0.1 -1.2 0.2
H 1.843009 0.889511 -0.906116 0.6 -0.1 -0.6
H 0.102808 1.224181 -1.658925 0.4 -0.1 -0.2
H 1.196681 -0.684850 1.635200 -0.7 0.4 -0.3
H 0.721051 -2.067558 0.719015 -0.5 -0.6 -0.5
H 2.126729 -1.021596 0.235338 -1.1 -0.5 0.1
H -2.475092 1.033039 0.735454 0.0 -0.2 -0.4

=====

[6]
13
Properties=species:S:1:pos:R:3:forces:R:3 method="wB97M-V/def2-TZVPD" smiles="[H]/N=C/NC(=S)OC" homo_energy_ha=-0.3258 lumo_ha=0.006 total_energy_ha=-700.800780 gap_ev=9.02 e_above_lowest_kcal_mol=55.49
C -0.623474 0.484437 1.919325 0.3 1.4 -2.1
C 0.095424 -0.656283 -0.087781 -0.7 0.4 2.2
C 0.164260 1.842990 -0.794465 -2.4 1.7 0.9
H -0.638415 0.068052 2.866177 -0.2 -0.5 2.0
H 0.349452 1.002858 1.740498 -0.8 -0.3 0.3
H -1.456215 1.203545 1.708318 0.7 -0.8 0.3
H 1.292302 0.329944 -1.217404 1.2 -0.4 -0.8
H 0.874967 2.472069 -1.310705 0.5 0.0 -0.1
H -1.134094 3.287744 -0.380440 0.5 -1.5 -0.8
N 0.604229 0.583658 -0.563756 -0.1 -2.0 0.1
N -0.982510 2.245246 -0.405508 0.1 1.0 0.6
O -0.694966 -0.678606 1.067495 1.4 0.7 -2.7
S 0.693902 -2.047785 -0.711501 -0.5 0.3 0.0